# C35H61F9N6O5PS

3 unconnected molecules or ions with the total composition C35H61F9N6O5PS (wB97M-V/def2-TZVPD, the OMol25 dataset).

The charge is +1. The total energy comes out at -3712.9912 hartree. For the HOMO-LUMO gap, the calculation gives 4.702 eV. For the HOMO energy, the calculation gives -9.51 eV.

Positions of all 118 atoms, in Å:
C 5.160 -1.299 0.651
C 4.252 -0.063 0.568
C 4.977 1.147 -0.043
C 4.359 2.508 0.278
N 3.410 3.053 -0.744
C 2.591 2.197 -1.417
C 1.599 1.453 -0.752
N 1.338 1.583 0.621
C 0.942 2.902 1.141
C 1.303 3.028 2.614
C 0.742 4.320 3.214
C 0.843 0.551 -1.482
C -0.031 -0.374 -0.636
O 0.534 -1.270 -0.093
O -1.345 -0.209 -0.624
C -1.898 1.114 -0.478
C -3.145 1.260 -1.338
C -4.122 0.088 -1.196
C -4.654 -0.118 0.241
N -4.373 -1.417 0.854
C 1.020 0.388 -2.874
C 0.105 -0.605 -3.577
F -1.166 -0.198 -3.420
F 0.226 -1.805 -3.033
F 0.319 -0.694 -4.888
C 2.002 1.110 -3.511
P 2.576 0.727 -5.245
S 3.486 -0.970 -5.311
N 2.715 2.034 -2.775
C 3.711 2.892 -3.455
O 4.848 2.586 -3.486
C 3.183 4.214 -4.127
F 4.262 4.830 -4.594
F 2.380 3.887 -5.160
C 2.422 5.209 -3.196
F 1.558 4.541 -2.381
F 3.362 5.759 -2.404
C 1.626 6.329 -3.933
F 2.358 6.745 -4.979
F 1.514 7.335 -3.050
C 0.179 5.991 -4.419
O -0.519 6.886 -4.751
O -0.158 4.673 -4.505
H 6.174 -1.035 0.954
H 4.745 -2.029 1.347
H 5.210 -1.798 -0.321
H 3.910 0.194 1.576
H 3.385 -0.345 -0.041
H 5.997 1.157 0.355
H 5.086 1.007 -1.123
H 3.850 2.491 1.245
H 5.136 3.269 0.365
H 3.851 3.758 -1.315
H 2.049 1.146 1.196
H -0.149 2.995 1.075
H 1.373 3.728 0.564
H 0.854 2.179 3.142
H 2.384 2.980 2.774
H -0.341 4.250 3.338
H 1.172 4.518 4.195
H 0.962 5.176 2.571
H -1.161 1.880 -0.748
H -2.133 1.254 0.580
H -2.849 1.360 -2.388
H -3.622 2.204 -1.055
H -3.629 -0.825 -1.542
H -4.965 0.279 -1.865
H -4.255 0.650 0.911
H -5.738 0.020 0.243
H -3.419 -1.466 1.187
H -4.509 -2.163 0.184
H 3.410 1.802 -5.557
H 1.442 0.921 -6.038
H -0.564 4.379 -3.679
C -1.407 -0.108 4.226
C -0.665 -0.782 5.368
N -0.226 0.158 6.383
C 0.735 -0.406 7.318
C 0.277 -1.555 8.223
C -1.271 0.986 6.965
C -2.464 0.282 7.624
H -0.811 0.710 3.814
H -1.596 -0.827 3.427
H -2.371 0.295 4.536
H 0.231 -1.265 4.967
H -1.295 -1.591 5.769
H 1.117 0.408 7.939
H 1.590 -0.754 6.728
H -0.388 -1.213 9.014
H 1.145 -2.009 8.704
H -0.232 -2.339 7.661
H -1.655 1.644 6.181
H -0.797 1.653 7.689
H -2.860 -0.518 6.997
H -3.270 1.000 7.783
H -2.211 -0.142 8.594
C -4.579 -7.531 -2.525
C -3.812 -6.313 -2.033
N -2.379 -6.421 -2.241
C -1.611 -5.428 -1.516
C -1.800 -3.953 -1.892
C -1.959 -6.682 -3.608
C -2.391 -5.690 -4.696
H -4.169 -8.444 -2.092
H -5.625 -7.451 -2.230
H -4.553 -7.623 -3.612
H -3.974 -6.210 -0.957
H -4.245 -5.411 -2.498
H -0.552 -5.685 -1.607
H -1.851 -5.545 -0.454
H -1.341 -3.720 -2.850
H -1.332 -3.319 -1.134
H -2.857 -3.682 -1.942
H -2.323 -7.673 -3.888
H -0.869 -6.768 -3.607
H -3.451 -5.440 -4.619
H -2.232 -6.134 -5.680
H -1.821 -4.761 -4.662

Atomic forces in eV per Å
-0.35 -0.05 -0.24
0.31 -0.17 -0.16
0.02 -0.22 0.13
-0.18 0.24 0.26
0.15 -0.35 -0.50
0.08 0.09 0.08
-0.12 -0.32 -0.16
0.10 0.21 0.14
-0.19 0.12 0.15
-0.31 0.05 0.20
0.08 -0.06 -0.10
0.10 0.27 0.20
-0.10 0.01 -0.11
0.10 -0.27 -0.04
0.14 0.03 0.29
-0.33 0.48 -0.23
0.21 -0.17 -0.08
-0.07 0.29 0.11
-0.06 -0.23 0.00
0.01 0.24 0.03
0.31 0.05 0.07
-0.15 0.26 0.16
0.01 -0.02 -0.04
0.07 -0.17 -0.07
0.02 -0.08 -0.03
-0.41 0.48 0.00
0.60 -1.07 -0.25
-0.18 0.35 0.12
-0.22 -0.10 -0.01
-0.07 0.04 -0.02
0.07 0.05 0.10
0.00 0.13 0.09
0.02 0.04 -0.10
-0.08 -0.21 0.03
0.12 -0.05 -0.05
-0.01 -0.02 -0.07
-0.06 -0.03 0.00
-0.04 -0.02 0.19
-0.01 0.02 -0.05
0.03 -0.03 -0.05
-0.16 0.21 -0.18
0.12 -0.13 0.06
0.22 -0.02 0.21
-0.04 -0.04 0.11
0.12 0.07 0.01
0.14 0.11 0.05
-0.02 0.01 -0.03
-0.10 0.11 0.23
-0.08 0.04 -0.01
0.04 0.11 0.00
0.06 -0.06 -0.09
-0.10 -0.03 -0.10
0.10 0.00 0.07
-0.09 -0.12 -0.02
0.10 -0.02 -0.14
0.09 -0.06 0.05
0.20 -0.01 0.00
-0.02 -0.01 -0.12
0.04 0.05 -0.06
-0.02 -0.04 -0.02
-0.02 -0.01 0.08
0.03 -0.16 -0.02
0.10 -0.16 -0.01
-0.03 0.00 0.07
-0.01 -0.08 0.03
-0.07 0.02 0.03
0.10 -0.08 -0.05
-0.06 -0.01 -0.01
0.07 0.02 -0.01
0.05 -0.08 -0.11
0.00 -0.06 0.06
-0.21 0.27 0.06
0.01 0.31 0.04
-0.14 0.00 -0.09
-0.04 0.00 -0.12
-0.03 0.00 -0.01
0.05 0.03 -0.04
0.13 -0.04 0.04
0.03 0.03 0.04
-0.12 0.09 0.02
0.00 0.04 0.03
0.00 0.02 0.02
0.00 -0.03 0.01
0.00 -0.01 0.02
0.01 -0.02 0.04
0.00 0.01 -0.01
-0.04 0.02 0.00
-0.04 -0.01 -0.04
-0.03 -0.01 -0.03
0.00 0.00 0.00
0.00 0.00 -0.01
0.01 -0.04 -0.03
0.04 -0.04 0.02
0.00 0.00 -0.02
0.01 0.00 0.00
0.01 -0.05 -0.03
-0.02 0.01 0.01
-0.05 -0.02 -0.03
0.00 0.05 0.00
0.05 0.01 0.13
0.01 -0.01 0.09
0.02 -0.09 -0.12
0.05 -0.01 -0.02
0.02 0.00 -0.01
0.00 0.00 0.00
0.00 0.00 0.00
0.03 0.03 0.01
-0.01 0.00 0.00
-0.01 -0.01 -0.05
-0.05 -0.01 -0.01
-0.05 0.00 -0.05
0.02 0.00 -0.01
-0.01 -0.01 -0.01
-0.04 0.01 0.03
0.01 0.04 0.04
-0.01 -0.01 0.01
0.01 0.00 0.00
-0.04 0.02 0.03

# C35H61IN14SSc

A molecular structure, C35H61IN14SSc (wB97M-V/def2-TZVPD, the OMol25 dataset).

The relative energy (zero: lowest compared OMol25 entry of this formula, charge and spin) is 6.551 eV. The charge is +1. The total energy comes out at -3593.0915 hartree. For the HOMO-LUMO gap, the calculation gives 5.810 eV. For the HOMO energy, the calculation gives -7.59 eV.

Positions of all 113 atoms, in Å:
Sc 0.629 0.470 -0.063
C -3.175 1.074 4.302
N -1.842 1.228 3.732
C -1.305 2.550 4.046
C -0.956 0.121 3.736
N -0.846 -0.655 2.365
C -1.820 -0.250 1.338
C -1.921 -1.330 0.263
N -1.031 -1.058 -0.899
C -1.784 -0.342 -1.945
C -2.241 1.008 -1.440
N -1.060 1.784 -1.039
C -1.316 3.093 -0.940
N -0.455 4.020 -1.379
C 0.456 3.787 -2.488
C -0.404 5.372 -0.838
N -2.505 3.569 -0.459
C -3.210 4.678 -1.082
C -3.172 2.991 0.690
C -0.493 -2.338 -1.431
C 0.702 -2.190 -2.362
N 2.015 -1.928 -1.739
C 3.112 -1.995 -2.505
N 2.936 -2.269 -3.839
C 3.790 -3.276 -4.458
C 2.201 -1.431 -4.776
N 4.380 -1.824 -2.106
C 5.328 -1.222 -3.044
C 5.025 -2.217 -0.856
N 0.256 0.361 4.443
C 1.513 -0.343 4.159
C -0.031 0.325 5.881
H -3.170 1.155 5.396
H -3.635 0.126 4.036
H -3.814 1.872 3.916
H -0.284 2.650 3.702
H -1.324 2.753 5.123
H -1.928 3.304 3.558
H -1.442 0.697 0.938
H -2.783 0.002 1.773
H -2.956 -1.423 -0.080
H -1.636 -2.282 0.710
H -2.640 -0.944 -2.273
H -1.127 -0.187 -2.801
H -2.970 0.860 -0.633
H -2.786 1.513 -2.241
H 0.224 2.836 -2.954
H 1.488 3.771 -2.144
H 0.329 4.595 -3.213
H -0.888 6.091 -1.504
H 0.641 5.651 -0.718
H -0.874 5.405 0.142
H -2.771 4.908 -2.049
H -3.200 5.578 -0.462
H -4.250 4.385 -1.243
H -2.492 2.355 1.250
H -4.065 2.423 0.408
H -3.488 3.799 1.354
H -1.276 -2.827 -2.024
H -0.241 -2.984 -0.596
H 0.491 -1.386 -3.064
H 0.800 -3.108 -2.939
H 4.254 -3.895 -3.693
H 4.568 -2.831 -5.085
H 3.172 -3.919 -5.088
H 1.911 -0.498 -4.302
H 1.321 -1.940 -5.178
H 2.861 -1.185 -5.612
H 4.810 -0.791 -3.897
H 6.064 -1.952 -3.386
H 5.845 -0.420 -2.516
H 4.320 -2.595 -0.138
H 5.535 -1.353 -0.431
H 5.759 -2.995 -1.081
H 1.880 -0.114 3.166
H 1.441 -1.429 4.267
H 2.233 0.031 4.887
H -0.961 0.849 6.107
H 0.773 0.831 6.414
H -0.113 -0.701 6.255
N 4.330 1.221 -0.509
C 3.207 0.497 -0.788
S 2.188 1.025 -2.088
N 2.976 -0.522 0.003
N 1.928 -1.424 -0.394
C 1.716 -2.495 0.556
C 2.578 -3.698 0.534
C 3.421 -3.982 1.618
C 4.283 -5.065 1.599
C 4.336 -5.900 0.487
C 3.485 -5.663 -0.581
C 2.603 -4.589 -0.545
C 0.789 -2.260 1.579
C 0.418 -3.340 2.408
C -0.230 -3.371 3.660
C -0.985 -2.441 4.283
C -1.504 -1.263 3.587
N 0.357 -0.939 1.653
H 4.726 1.036 0.403
H 4.286 2.197 -0.758
H 3.393 -3.320 2.476
H 4.930 -5.254 2.447
H 5.018 -6.741 0.467
H 3.487 -6.333 -1.433
H 1.912 -4.451 -1.369
H 0.855 -4.281 2.112
H -0.095 -4.302 4.207
H -1.450 -2.652 5.238
H -2.569 -1.315 3.374
I 2.362 3.727 1.042
C 0.949 2.146 1.401
H 0.018 2.693 1.567
H 1.258 1.765 2.373

Atomic forces in eV per Å
0.39 -0.23 -0.21
0.00 0.00 -0.01
0.04 -0.04 0.01
-0.02 0.01 -0.05
-0.04 0.04 0.03
-0.08 0.06 -0.07
0.00 0.22 0.03
0.02 -0.01 -0.05
-0.01 -0.06 0.05
0.05 0.00 0.03
0.00 -0.04 0.03
-0.14 0.16 0.07
-0.06 -0.12 -0.08
0.14 0.10 -0.01
-0.01 0.01 0.07
0.01 -0.03 0.02
-0.03 0.01 0.05
0.00 0.00 -0.02
-0.01 -0.01 -0.02
-0.02 0.03 -0.01
-0.01 0.07 0.03
0.05 -0.08 -0.03
0.05 0.14 0.00
-0.07 -0.09 -0.01
-0.03 0.02 0.01
0.02 -0.01 0.03
0.04 -0.04 0.01
0.01 -0.01 0.01
0.04 0.02 -0.03
0.02 0.01 0.03
0.03 -0.01 0.02
-0.02 0.02 0.04
0.01 -0.01 -0.01
-0.01 0.02 0.00
0.02 -0.01 0.01
0.02 0.00 -0.03
-0.01 -0.01 0.00
0.01 -0.01 -0.01
-0.20 -0.02 0.01
-0.04 -0.11 0.07
-0.02 0.00 -0.01
-0.01 -0.01 0.01
-0.03 0.00 0.00
0.01 0.00 -0.02
0.02 0.01 0.00
-0.01 0.01 -0.04
-0.01 -0.04 -0.02
0.02 0.00 -0.01
0.00 -0.01 0.00
0.01 0.01 0.01
0.01 -0.01 -0.01
-0.01 -0.01 -0.01
0.00 -0.01 0.02
0.01 -0.01 0.00
0.00 0.01 0.01
0.01 0.00 0.00
0.01 -0.01 0.01
0.00 0.00 0.00
-0.02 -0.01 -0.01
0.00 -0.01 0.02
0.00 0.01 -0.03
-0.01 -0.04 -0.01
0.00 0.00 0.01
-0.01 0.00 0.00
0.00 0.01 0.01
-0.02 0.02 0.02
0.00 0.00 0.01
0.00 0.00 0.00
0.02 0.00 0.03
-0.01 0.00 0.00
0.00 0.00 0.01
0.00 -0.01 0.01
-0.01 -0.02 -0.02
-0.01 0.01 -0.01
0.00 0.02 0.02
0.00 0.05 0.00
0.00 0.00 0.02
0.04 -0.03 -0.03
0.00 0.00 -0.02
0.01 0.00 0.00
0.02 -0.15 0.00
0.05 0.11 0.01
-0.04 0.02 0.00
0.02 -0.03 -0.02
-0.07 0.13 -0.05
0.02 -0.07 0.09
-0.06 0.00 -0.03
0.02 0.01 -0.01
0.01 0.02 0.01
0.02 -0.05 -0.01
-0.03 0.00 0.00
0.02 0.00 0.02
0.07 -0.01 0.00
-0.06 0.07 -0.04
-0.01 -0.05 0.07
-0.02 -0.12 -0.05
0.12 0.07 -0.03
-0.06 -0.06 0.08
-0.01 0.02 -0.01
-0.02 0.04 -0.01
0.00 -0.02 -0.02
-0.02 0.01 -0.01
-0.01 0.02 0.00
0.00 0.02 0.02
0.01 -0.02 0.00
0.00 -0.01 -0.02
0.00 0.03 -0.01
0.00 0.03 -0.01
-0.02 -0.04 0.02
0.00 0.03 -0.01
-0.12 -0.03 0.04
-0.03 0.07 0.01
0.03 0.01 0.05

Question: Which formula does entry 1 have?
Answer: C35H61F9N6O5PS

Question: Look up the HOMO-LUMO gap of the first one.
Answer: 4.702 eV